Entry 1:
{"formula": "C22H43HfN2P3Se", "method": "ωB97M-V with the def2-TZVPD basis set", "e_homo_ev": -19.830, "energy_ev": -120970.7649, "total_charge": 4, "elements": ["Hf", "Se", "P", "P", "P", "N", "N", "C", "C", "C", "C", "C", "C", "C", "C", "C", "C", "C", "C", "C", "C", "C", "C", "C", "C", "C", "C", "C", "C", "H", "H", "H", "H", "H", "H", "H", "H", "H", "H", "H", "H", "H", "H", "H", "H", "H", "H", "H", "H", "H", "H", "H", "H", "H", "H", "H", "H", "H", "H", "H", "H", "H", "H", "H", "H", "H", "H", "H", "H", "H", "H", "H"], "coordinates": [[0.0338, 0.0518, 0.0225], [0.9842, 0.5583, -2.2533], [1.1179, -2.4903, -0.2251], [-1.7742, -0.5851, 2.1019], [-2.1202, -0.9905, -1.2429], [3.9478, 1.9295, 4.7967], [1.4786, 0.5562, 1.7201], [2.6417, 0.1603, 3.8011], [2.0693, 2.9872, -5.6947], [1.9645, 1.8351, 1.7294], [0.7376, 3.4597, -3.2721], [2.2626, -3.1080, 1.0770], [-0.7199, 2.3489, -0.4123], [-1.9867, -2.3434, 2.5879], [0.0187, -3.9602, -0.3430], [-3.4320, 0.2728, -1.4808], [-3.1649, -2.4247, -0.7768], [-1.7664, -1.4332, -2.9830], [-1.2807, 0.0996, 3.7401], [1.8187, -0.2554, 2.7718], [0.9840, 4.5241, -4.1610], [1.1951, 2.1875, -3.5801], [2.7694, 2.3299, 2.7432], [-1.3824, 2.0391, 0.7948], [2.1891, -2.8174, -1.6869], [-3.5458, -0.0757, 2.1405], [1.6568, 4.2843, -5.3653], [3.1314, 1.4853, 3.8147], [1.8348, 1.9312, -4.7964], [-1.0058, -2.7939, 2.7832], [-2.5898, -2.3774, 3.5086], [3.1334, 3.3549, 2.6850], [2.1534, 0.9201, -5.0463], [1.8582, 5.1137, -6.0462], [-0.5881, -3.9203, -1.2558], [-2.1044, -0.0387, 4.4516], [-1.2946, 2.4310, -1.3384], [2.5716, 2.7980, -6.6449], [2.9278, -0.5326, 4.5867], [-2.4677, 1.9618, 0.8152], [4.2844, 2.8840, 4.8130], [-1.3093, -2.4293, -3.0434], [-2.7179, -1.4326, -3.5325], [-3.6463, 1.0047, 2.0008], [0.1417, 3.0253, -0.3991], [1.4600, 1.0313, -0.7643], [-2.9956, 1.2383, -1.7568], [-2.4974, -2.9150, 1.8050], [0.6343, -4.8712, -0.3698], [1.4024, -1.2646, 2.7626], [4.2026, 1.3342, 5.5722], [-3.7659, -2.2311, 0.1186], [-4.1474, -0.5855, 1.3824], [-0.9443, 2.3461, 1.7574], [1.6973, -3.4289, 1.9600], [-4.0847, -0.0756, -2.2914], [-1.0575, 1.1676, 3.6520], [-0.3896, -0.4085, 4.1209], [0.1960, 3.6427, -2.3492], [0.6464, 5.5301, -3.9035], [1.5833, -2.9184, -2.5968], [-1.0773, -0.7082, -3.4367], [2.9501, -2.3094, 1.3739], [1.6999, 2.4552, 0.8617], [-0.6403, -4.0068, 0.5322], [2.8399, -3.9575, 0.6877], [2.7612, -3.7459, -1.5293], [-3.8450, -2.6244, -1.6170], [-3.9450, -0.3279, 3.1324], [-4.0261, 0.4063, -0.5690], [2.8849, -1.9818, -1.8337], [-2.5518, -3.3162, -0.6070]], "lowdin_charge": [0.979, 0.980, 0.727, 0.758, 0.703, 0.226, -0.155, 0.046, 0.001, -0.130, -0.099, -0.241, -0.218, -0.219, -0.239, -0.211, -0.218, -0.245, -0.223, -0.159, -0.005, -0.352, 0.048, -0.116, -0.250, -0.221, 0.010, -0.247, -0.084, 0.049, 0.090, 0.144, 0.120, 0.144, 0.039, 0.081, 0.071, 0.143, 0.145, 0.069, 0.148, 0.061, 0.081, 0.050, 0.079, -0.098, 0.043, 0.035, 0.089, 0.090, 0.146, 0.041, 0.039, 0.093, 0.058, 0.084, 0.050, 0.045, 0.076, 0.139, 0.059, 0.006, 0.047, 0.097, 0.037, 0.080, 0.081, 0.091, 0.084, 0.048, 0.043, 0.033]}



Entry 2:
{"formula": "C25H35NP2SbZr", "method": "ωB97M-V with the def2-TZVPD basis set", "e_homo_ev": -17.187, "energy_ev": -54352.9260, "total_charge": 3, "relative_energy_kcal_mol": 0.0, "elements": ["Sb", "Zr", "P", "P", "N", "C", "C", "C", "C", "C", "C", "C", "C", "C", "C", "C", "C", "C", "C", "C", "C", "C", "C", "C", "C", "C", "C", "C", "C", "C", "H", "H", "H", "H", "H", "H", "H", "H", "H", "H", "H", "H", "H", "H", "H", "H", "H", "H", "H", "H", "H", "H", "H", "H", "H", "H", "H", "H", "H", "H", "H", "H", "H", "H", "H"], "coordinates": [[0.5822, 0.2831, -3.0911], [0.0608, -0.2185, -0.2125], [2.7260, -0.1264, 0.2433], [0.3069, 0.1653, 2.3976], [-1.6711, -1.3830, -0.9774], [-3.4405, -2.1071, 0.5673], [-1.2733, 1.0735, -3.8121], [3.5541, -2.2801, 1.8456], [-2.7775, -1.0491, -0.0448], [-2.5332, 3.7802, -1.1442], [1.5380, -1.1743, 2.6027], [0.4430, -1.6412, -4.0476], [-4.5969, -1.8846, 1.2926], [-4.4234, 0.4632, 0.8080], [2.5821, -1.2979, 1.6588], [-3.2157, 2.6010, -0.8768], [-1.1246, 1.5334, -0.3628], [-5.1017, -0.5959, 1.3892], [1.9174, 1.3075, -4.4127], [3.4946, -3.1380, 2.9326], [-0.4425, 2.7226, -0.6542], [-1.1489, 3.8613, -1.0008], [-3.2466, 0.2734, 0.0798], [-2.5274, 1.4719, -0.4319], [3.3133, -1.1956, -1.1365], [1.1396, 1.6818, 2.9924], [-0.9910, -0.0924, 3.6410], [2.4588, -3.0254, 3.8500], [4.2290, 0.8309, 0.6321], [1.4847, -2.0538, 3.6826], [-1.9353, -1.0144, -1.8941], [-0.6351, 4.7979, -1.1724], [-3.0709, -3.1212, 0.4487], [3.4867, -0.5773, -2.0193], [-2.1248, 0.6975, -3.2471], [-1.7150, 0.7179, 3.5443], [1.6562, 1.4525, 3.9246], [4.3763, -2.3849, 1.1498], [-1.6704, -2.3949, -1.0967], [-0.6053, -1.8914, -4.2082], [2.5868, -1.9737, -1.3838], [-1.2662, 2.1596, -3.7370], [1.3296, 1.5594, -5.2935], [0.9258, -2.4317, -3.4760], [0.9309, -1.5675, -5.0184], [-3.0854, 4.6545, -1.4643], [2.4172, -3.6917, 4.7015], [-4.7969, 1.4693, 0.9409], [4.5182, 1.4520, -0.2159], [0.3856, 2.4464, 3.1848], [2.3111, 2.2115, -3.9563], [0.6894, -1.9823, 4.4129], [1.8525, 2.0719, 2.2677], [2.7324, 0.6446, -4.6953], [-4.2889, 2.5597, -1.0154], [4.2577, -3.8938, 3.0632], [-5.1090, -2.7147, 1.7595], [5.0241, 0.1190, 0.8498], [-0.5571, -0.0463, 4.6396], [4.0712, 1.4665, 1.5024], [-6.0270, -0.4139, 1.9195], [-1.5079, -1.0412, 3.5017], [4.2585, -1.6715, -0.8811], [0.6444, 2.7574, -0.5879], [-1.3756, 0.7891, -4.8583]], "lowdin_charge": [1.289, 1.262, 0.798, 0.823, -0.038, -0.016, -0.264, -0.064, -0.249, -0.001, -0.399, -0.276, -0.024, 0.011, -0.402, 0.004, -0.354, -0.008, -0.245, -0.011, -0.141, -0.035, -0.134, -0.207, -0.268, -0.203, -0.219, -0.010, -0.194, -0.058, 0.091, 0.129, 0.128, 0.041, 0.003, 0.064, 0.077, 0.111, 0.129, 0.019, 0.041, 0.027, 0.034, 0.003, 0.031, 0.134, 0.134, 0.131, 0.067, 0.067, 0.020, 0.110, 0.030, 0.026, 0.135, 0.134, 0.132, 0.071, 0.073, 0.054, 0.134, 0.059, 0.059, 0.099, 0.039]}



Entry 3:
{"formula": "C25H28Br43N3O3", "method": "ωB97M-V with the def2-TZVPD basis set", "e_homo_ev": -10.121, "energy_ev": -3048812.5208, "total_charge": 0, "elements": ["Br", "Br", "Br", "Br", "Br", "Br", "Br", "Br", "Br", "Br", "Br", "Br", "Br", "Br", "Br", "Br", "Br", "Br", "Br", "Br", "Br", "Br", "Br", "Br", "Br", "Br", "Br", "Br", "Br", "Br", "Br", "Br", "Br", "Br", "Br", "Br", "Br", "Br", "Br", "Br", "Br", "Br", "Br", "O", "O", "O", "N", "N", "N", "C", "C", "C", "C", "C", "C", "C", "C", "C", "C", "C", "C", "C", "C", "C", "C", "C", "C", "C", "C", "C", "C", "C", "C", "C", "H", "H", "H", "H", "H", "H", "H", "H", "H", "H", "H", "H", "H", "H", "H", "H", "H", "H", "H", "H", "H", "H", "H", "H", "H", "H", "H", "H"], "coordinates": [[12.9545, 6.0161, 4.8158], [13.6012, 4.9118, 1.8997], [-2.8664, -4.6949, 4.5583], [5.4580, 7.7136, -2.6198], [-3.0953, 6.2581, -1.0625], [0.0848, -3.7434, 15.1395], [-5.9978, 8.3486, -2.6511], [-0.0861, -5.4247, 3.1893], [7.3352, 5.5792, -0.2360], [10.8385, 4.1855, 3.2982], [0.4048, -10.8509, -7.9371], [-2.7818, -6.2821, -1.7491], [-3.3702, -9.3463, -1.1226], [1.3010, 5.0951, -0.5741], [-4.6329, -1.5132, 5.7927], [-2.9499, 0.2827, 11.6618], [-6.8717, 5.3278, -3.0584], [-3.3876, -7.1968, 1.2308], [4.1693, 3.8220, -0.0836], [-7.3615, 6.7603, -0.2591], [2.9524, 6.1705, -3.8242], [-4.6272, -10.9378, -6.9031], [-1.5379, 7.6465, -3.4808], [9.3676, 7.4662, 1.3183], [-3.0198, -8.7106, -5.2871], [-5.7481, -9.8522, -4.1248], [-2.0709, -0.5300, 4.1981], [-0.4614, 2.2163, 11.2087], [0.7180, -11.1732, -4.7842], [1.9848, 12.6038, -4.9150], [-0.9161, -6.8075, 5.9328], [2.5045, 8.5315, -1.7457], [-0.0750, -0.9404, 11.0929], [10.1314, 6.3374, -1.5562], [-2.6429, 4.6821, -3.8019], [-2.6555, 0.5987, 7.1201], [-0.2081, -0.5764, 15.2430], [-2.0216, 0.2724, -3.7888], [0.5111, 11.4254, -2.3637], [1.6410, 2.6196, 1.4298], [-1.2138, -13.1207, -6.4016], [-2.7812, -2.4203, 15.5621], [0.8541, 9.6390, -5.0179], [-0.6005, -3.7911, -1.9907], [-1.7853, -3.2187, -4.3375], [1.6603, -3.5400, 0.8922], [-3.1196, -0.5350, 0.3026], [-2.2351, -4.0341, 0.7786], [0.2941, -2.1568, -0.4730], [-0.3987, -3.4891, -4.4329], [-0.5921, 0.6659, -1.3746], [-1.5404, -6.0606, 4.2718], [0.9919, -2.8681, 0.2444], [-2.8141, -0.9083, 5.9287], [-0.4587, -11.3533, -6.2947], [2.4452, 4.2043, 0.6876], [-1.2682, 0.5300, 10.7587], [0.3011, -3.5076, -3.0568], [-1.0456, -2.2350, 14.7531], [-0.8952, -2.7656, -1.0895], [-4.1831, -10.2432, -5.1666], [0.2168, -2.4701, -5.3750], [-7.2668, 6.9849, -2.1654], [-3.7339, -7.5231, -0.6316], [12.2276, 5.5006, 3.1103], [-1.7969, -1.6188, -1.6618], [-0.9814, -0.4905, -2.3040], [-2.5989, -1.0599, -0.5677], [0.6167, 11.4065, -4.2862], [3.6150, 7.8505, -3.1563], [8.7056, 6.9161, -0.4027], [0.7912, 1.2329, -1.7743], [-2.9137, 6.3974, -2.9714], [-1.6672, -3.4705, -0.0361], [-3.6371, -11.0160, -4.6442], [11.7765, 6.3794, 2.6746], [-3.8481, 6.7831, -3.3490], [-2.2312, -3.9709, -3.9356], [-0.0835, -0.8614, -2.7715], [-1.4691, 0.5432, 9.6983], [1.0640, 0.9844, -2.7976], [-0.5462, -2.1697, -6.0844], [1.0257, -4.3179, -3.0749], [1.0581, -2.8951, -5.9127], [-8.2377, 7.3154, -2.5017], [-4.7878, -7.3545, -0.7942], [0.7640, 2.3163, -1.7236], [2.6065, 4.8864, 1.5085], [0.5573, -1.5777, -4.8558], [-1.2753, -10.6631, -6.1441], [3.5633, 8.5627, -3.9669], [0.8765, -2.5984, -2.9151], [8.2548, 7.7847, -0.8601], [-0.5141, 0.3362, -0.3476], [-1.3060, 1.4646, -1.4974], [-2.0184, -6.8600, 3.7265], [-0.2697, -4.4714, -4.8916], [-2.2393, -1.7164, 6.3567], [-0.3265, 11.7740, -4.6607], [1.5442, 0.8665, -1.0875], [-1.1927, -2.2107, 13.6827], [-2.5101, -2.0521, -2.3542]], "lowdin_charge": [0.571, 0.568, 0.552, 0.573, 0.560, 0.569, 0.602, 0.584, 0.527, 0.557, 0.578, 0.623, 0.565, 0.561, 0.567, 0.570, 0.585, 0.613, 0.557, 0.580, 0.557, 0.586, 0.540, 0.597, 0.581, 0.573, 0.561, 0.578, 0.572, 0.582, 0.579, 0.528, 0.583, 0.584, 0.561, 0.606, 0.556, 0.760, 0.556, 0.608, 0.561, 0.566, 0.555, -0.084, -0.048, 0.216, 0.221, 0.215, 0.222, -0.389, -0.292, -1.656, -0.259, -1.648, -1.669, -1.602, -1.646, -0.115, -1.668, -0.428, -1.641, -0.032, -1.624, -1.610, -1.668, -0.244, -0.629, -0.207, -1.610, -1.629, -1.639, -0.110, -1.661, -0.159, -0.030, -0.088, -0.117, 0.078, 0.050, -0.113, 0.071, 0.088, 0.137, 0.086, -0.031, -0.026, 0.028, -0.028, 0.063, -0.122, -0.058, 0.112, -0.047, 0.089, 0.083, -0.088, 0.139, -0.035, -0.028, 0.045, -0.079, 0.123]}



Entry 4:
{"formula": "C8H13O6", "method": "ωB97M-V with the def2-TZVPD basis set", "e_homo_ev": -3.996, "energy_ev": -20788.2153, "total_charge": -1, "elements": ["O", "O", "O", "O", "O", "O", "C", "C", "C", "C", "C", "C", "C", "C", "H", "H", "H", "H", "H", "H", "H", "H", "H", "H", "H", "H", "H"], "coordinates": [[4.2509, 0.8404, -1.5112], [-2.4761, -0.9655, 2.1835], [-0.6161, 0.4835, 1.2893], [0.1955, -0.5425, -1.2063], [-0.9951, 0.1808, 3.5120], [2.3261, 1.9276, -0.9756], [-1.4798, 0.9464, -2.4552], [-2.0753, -2.1777, 1.5091], [3.4118, 0.6355, 0.6746], [-0.4534, 0.7635, -1.1993], [-0.7193, -2.5885, 1.2958], [3.3202, 1.1898, -0.7452], [-1.3679, -0.0826, 2.3360], [-1.4180, 0.7627, 0.1129], [-2.5556, 1.0735, -2.0562], [-0.3370, -2.5852, 0.2072], [-1.9118, 1.8017, 0.1215], [-0.0392, -2.8433, 2.1802], [0.1987, -0.9223, -2.1096], [-1.4851, -0.0136, -3.0730], [0.3223, 1.6088, -1.1638], [4.3423, 0.9673, 1.1431], [-2.2313, -0.0044, -0.1116], [-1.2502, 1.8852, -3.0679], [3.3995, -0.4573, 0.6472], [-2.9308, -2.8593, 1.1733], [2.5745, 0.9755, 1.2892]], "lowdin_charge": [-0.110, -0.015, 0.015, -0.079, 0.086, -0.121, -0.056, -0.140, -0.058, -0.320, 0.000, -0.787, -0.434, -0.133, 0.070, 0.078, 0.143, 0.083, 0.090, 0.075, 0.120, 0.055, 0.123, 0.082, 0.057, 0.121, 0.052]}